[1]
C34H43FLaN5O6Sb | wB97M-V/def2-TZVPD

The geometry in XYZ format:
```
91
Properties=species:S:1:pos:R:3
La -0.179 -0.001 -0.022
C -3.618 1.651 1.810
C -2.722 2.605 1.011
O -1.343 2.256 1.050
C -0.554 3.019 1.955
C -0.678 2.607 3.388
O -0.308 1.181 3.350
C -1.004 0.332 4.237
C -0.762 -1.105 3.751
O -1.258 -1.333 2.436
C -2.602 -1.811 2.323
C -3.660 -0.681 2.434
O -3.217 0.330 1.569
H -4.655 1.808 1.495
H -3.526 1.808 2.879
H -2.905 3.589 1.343
H -3.009 2.541 0.009
H -0.774 4.076 1.900
H 0.471 2.893 1.616
H -1.712 2.667 3.734
H 0.046 3.135 3.976
H -2.078 0.541 4.283
H -0.656 0.464 5.261
H -1.239 -1.827 4.443
H 0.324 -1.234 3.681
H -2.759 -2.574 3.031
H -2.708 -2.190 1.331
H -3.727 -0.310 3.478
H -4.638 -1.059 2.153
C -3.917 -0.261 -1.985
C -3.326 1.120 -2.001
C -4.154 2.242 -2.195
C -3.646 3.523 -2.296
C -2.280 3.735 -2.277
C -1.494 2.576 -2.097
N -1.967 1.326 -1.897
Sb 0.487 2.861 -2.830
C 0.760 0.874 -3.623
C 0.997 0.763 -4.975
C 1.369 -0.464 -5.509
C 1.338 -1.565 -4.689
C 0.914 -1.382 -3.364
C 0.783 -2.561 -2.468
N 0.682 -0.175 -2.801
C 2.009 2.523 -1.272
C 3.271 2.592 -1.865
C 4.378 2.614 -1.044
C 4.199 2.530 0.330
C 2.925 2.269 0.828
C 2.748 2.060 2.332
N 1.823 2.313 0.044
H -4.022 -0.629 -0.961
H -3.391 -1.037 -2.549
H -4.936 -0.157 -2.370
H -5.237 2.143 -2.281
H -4.313 4.360 -2.437
H -1.794 4.690 -2.440
H 1.145 1.628 -5.583
H 1.665 -0.558 -6.545
H 1.564 -2.569 -5.036
H 1.318 -3.406 -2.915
H -0.275 -2.785 -2.390
H 1.140 -2.224 -1.509
H 3.382 2.640 -2.939
H 5.407 2.776 -1.353
H 5.063 2.599 1.000
H 2.616 3.050 2.813
H 3.606 1.534 2.717
H 1.914 1.472 2.616
N 0.207 -2.846 0.541
N -1.037 -3.440 0.219
C -1.826 -2.820 -0.746
O -2.638 -3.415 -1.398
O -1.599 -1.538 -0.768
H 0.916 -3.492 0.267
H 0.203 -2.844 1.549
H -1.000 -4.456 0.185
F 4.440 -6.095 -0.013
C 4.040 -4.787 0.052
C 3.632 -4.298 1.266
C 3.107 -3.009 1.399
C 3.101 -2.093 0.332
C 2.529 -0.746 0.512
C 3.676 -2.594 -0.846
C 4.184 -3.881 -0.990
H 3.754 -4.904 2.159
H 2.893 -2.568 2.369
H 2.654 -0.433 1.577
H 3.050 -0.018 -0.143
H 3.766 -1.911 -1.694
H 4.648 -4.229 -1.919
```

Results
Net charge: +1
Total energy (hartree): -2418.1110
Energy relative to the best compared isomer or geometry (same formula, charge and spin) (eV): 0.0000



[2]
C14H49NO10 | wB97M-V/def2-TZVPD

The geometry in XYZ format:
```
74
Properties=species:S:1:pos:R:3
C -0.905 -1.740 -0.862
O -0.448 -0.405 -0.677
C 0.320 -0.292 0.501
C 0.439 1.162 0.936
C 0.582 2.142 -0.248
N 1.569 1.316 1.885
H -1.909 -1.801 -0.437
H -0.245 -2.509 -0.457
H -0.940 -1.975 -1.929
H 0.009 -0.844 1.396
H 1.324 -0.696 0.294
H -0.502 1.495 1.376
H 1.547 2.061 -0.754
H 0.550 3.152 0.174
H -0.283 2.088 -0.907
H 1.211 1.934 2.611
H 2.294 1.861 1.430
C 2.750 -2.790 3.041
C 3.386 -2.995 1.694
O 2.508 -3.810 0.904
H 2.662 -3.749 3.550
H 1.754 -2.362 2.948
H 3.368 -2.122 3.642
H 4.356 -3.504 1.797
H 3.666 -2.101 1.125
H 2.733 -3.789 -0.029
C -2.359 7.107 1.762
C -1.097 6.298 1.999
O -0.697 5.624 0.810
H -3.111 6.574 1.177
H -2.155 7.990 1.149
H -2.798 7.394 2.718
H -1.316 5.548 2.766
H -0.305 6.959 2.355
H 0.237 5.810 0.642
C -1.048 -3.075 2.934
C -2.409 -3.567 2.478
O -2.335 -4.971 2.201
H -0.790 -3.591 3.859
H -0.984 -1.993 3.038
H -0.330 -3.411 2.188
H -2.748 -3.005 1.601
H -3.190 -3.487 3.234
H -1.925 -5.023 1.326
C 1.860 -0.678 -3.850
C 1.378 0.740 -4.098
O 2.166 1.260 -5.186
H 2.886 -0.897 -4.127
H 1.176 -1.289 -4.449
H 1.670 -1.050 -2.839
H 1.445 1.404 -3.231
H 0.330 0.725 -4.409
H 1.699 2.029 -5.527
C -2.299 -2.630 -4.906
C -3.501 -1.783 -4.563
O -4.651 -2.165 -5.313
H -1.431 -2.447 -4.271
H -1.947 -2.420 -5.923
H -2.573 -3.685 -4.919
H -3.334 -0.715 -4.753
H -3.769 -1.813 -3.507
H -4.498 -1.953 -6.238
O 2.060 5.478 0.083
H 2.635 4.786 0.422
H 2.546 5.871 -0.649
O 3.542 1.395 4.238
H 4.121 1.787 3.579
H 2.953 0.822 3.729
O -0.033 -5.035 0.155
H 0.513 -5.375 -0.559
H 0.559 -4.441 0.649
O -2.357 1.825 3.315
H -2.827 0.986 3.284
H -2.756 2.356 2.618
```

Results
Total energy (hartree): -1369.8506
Energy relative to the best compared isomer or geometry (same formula, charge and spin) (eV): 1.3147



[3]
C2H7N3O | wB97M-V/def2-TZVPD

The geometry in XYZ format:
```
13
Properties=species:S:1:pos:R:3
C 0.738 1.398 -0.674
C -0.286 0.701 0.204
N -0.105 -0.726 0.113
N -0.882 -1.413 0.805
N -0.698 -2.751 0.711
O -1.782 -1.033 1.550
H 1.743 1.140 -0.352
H 0.618 1.086 -1.708
H 0.611 2.475 -0.611
H -1.307 0.960 -0.107
H -0.183 1.016 1.251
H 0.023 -3.095 0.105
H -1.309 -3.341 1.246
```

Results
Total energy (hartree): -319.8054
Energy relative to the best compared isomer or geometry (same formula, charge and spin) (eV): 3.9299